No. 1
Here is a 2-piece molecular cluster, C2H3NO2S2 overall at a distorted geometry from the OMol25 dataset. Energies are from ωB97M-V with the def2-TZVPD basis set.

Geometry as XYZ:
```
10
Properties=species:S:1:pos:R:3:mulliken_charge:R:1
C 1.48 -0.18 0.72 0.155
C 0.58 -1.20 0.59 -0.141
N -1.43 0.66 0.28 0.183
O -0.63 1.50 0.00 -0.231
O -1.92 0.04 -0.94 -0.355
S 1.77 1.21 -0.32 -0.166
S -0.60 -2.28 0.47 -0.296
H 2.24 -0.23 1.60 0.290
H 1.32 0.80 -1.58 0.212
H -2.80 -0.31 -0.81 0.350
```

Results
Expectation value of S²: 2.020
Spin multiplicity: 3
M: 137.19 g/mol
Relative energy (zero: lowest compared OMol25 entry of this formula, charge and spin): 337.8 kJ/mol
Gap between HOMO and LUMO (spin up / spin down): 6.51 / 7.53 eV
F_max: 0.06392 hartree/bohr
E: -29371.151 eV
HOMO energy (spin up / spin down): -0.2434 / -0.3573 Ha
Lowest unoccupied orbital energy (spin up / spin down): -0.11 / -2.19 eV

No. 2
Here is C2H3NO3 as an isolated structure at a distorted geometry from the OMol25 dataset. Energies are from ωB97M-V with the def2-TZVPD basis set.

Geometry as XYZ:
```
9
Properties=species:S:1:pos:R:3:mulliken_charge:R:1
O -0.92 2.23 -0.56 -0.520
C -1.15 1.03 -0.63 0.164
N -0.41 -0.08 -0.33 -0.479
C 1.34 -0.81 0.18 0.672
O 0.95 -1.14 1.42 -0.376
O 2.46 -0.37 -0.06 -0.376
H -2.07 0.59 -0.99 0.268
H -0.61 -1.10 -0.46 0.235
H 0.41 -0.34 1.43 0.412
```

Results
Spin multiplicity: 1
M: 89.05 g/mol
Relative energy (zero: lowest compared OMol25 entry of this formula, charge and spin): 457.1 kJ/mol
Gap between HOMO and LUMO: 8.48 eV
F_max: 0.14000 hartree/bohr
E: -9751.352 eV
HOMO energy: -0.3789 Ha
Lowest unoccupied orbital energy: -1.83 eV

No. 3
Here is a 2-piece molecular cluster, C2H3NO3 overall at a distorted geometry from the OMol25 dataset. Energies are from ωB97M-V with the def2-TZVPD basis set.

Geometry as XYZ:
```
9
Properties=species:S:1:pos:R:3:mulliken_charge:R:1
C 1.87 -1.09 -0.67 0.711
C -1.01 0.50 0.74 -0.605
N -1.26 0.53 -0.73 0.002
O 2.67 -0.50 -1.22 -0.361
O 1.11 -1.69 -0.10 -0.339
O -0.23 0.36 -1.43 -0.256
H -1.84 0.01 1.23 0.281
H -1.26 1.62 0.99 0.256
H -0.05 0.27 1.19 0.312
```

Results
Spin multiplicity: 1
M: 89.05 g/mol
Relative energy (zero: lowest compared OMol25 entry of this formula, charge and spin): 303.1 kJ/mol
Gap between HOMO and LUMO: 9.36 eV
F_max: 0.09033 hartree/bohr
SMILES: O=C=O.CN=O
E: -9752.948 eV
HOMO energy: -0.3603 Ha
Lowest unoccupied orbital energy: -0.45 eV

No. 4
Here is one molecule with the formula C2H3NO3 at a distorted geometry from the OMol25 dataset. Energies are from ωB97M-V with the def2-TZVPD basis set.

Geometry as XYZ:
```
9
Properties=species:S:1:pos:R:3:mulliken_charge:R:1
C 1.38 0.67 -0.01 -0.756
C 0.30 -0.15 -0.01 0.428
N -1.32 0.27 -0.10 0.947
O -1.53 1.44 0.10 -0.510
O -1.98 -0.73 -0.25 -0.619
O 0.34 -1.52 0.00 -0.465
H 2.32 0.20 0.16 0.319
H 1.05 1.76 0.08 0.264
H -0.55 -1.94 0.03 0.392
```

Results
Spin multiplicity: 1
M: 89.05 g/mol
Relative energy (zero: lowest compared OMol25 entry of this formula, charge and spin): 509.8 kJ/mol
Gap between HOMO and LUMO: 9.57 eV
F_max: 0.10163 hartree/bohr
SMILES: C=C(O)[N+](=O)[O-]
E: -9750.806 eV
HOMO energy: -0.3645 Ha
Lowest unoccupied orbital energy: -0.35 eV

No. 5
Here is a 2-piece molecular cluster, C2H3NO3 overall at a distorted geometry from the OMol25 dataset. Energies are from ωB97M-V with the def2-TZVPD basis set.

Geometry as XYZ:
```
9
Properties=species:S:1:pos:R:3:mulliken_charge:R:1
C 0.72 -0.65 0.76 -0.323
C -0.37 0.04 0.08 0.030
N -0.35 0.82 -1.06 0.932
O -1.36 1.06 -1.68 -0.510
O 0.81 1.16 -1.25 -0.511
O -0.31 -1.29 -0.01 -0.307
H 1.74 -0.67 0.21 0.194
H 0.73 -0.78 1.80 0.268
H -1.62 0.29 1.15 0.226
```

Results
Spin multiplicity: 1
M: 89.05 g/mol
Relative energy (zero: lowest compared OMol25 entry of this formula, charge and spin): 798.6 kJ/mol
Gap between HOMO and LUMO: 9.65 eV
F_max: 0.16553 hartree/bohr
E: -9747.812 eV
HOMO energy: -0.3848 Ha
Lowest unoccupied orbital energy: -0.82 eV

No. 6
Here is a 2-piece molecular cluster, C2H3NO3 overall at a distorted geometry from the OMol25 dataset. Energies are from ωB97M-V with the def2-TZVPD basis set.

Geometry as XYZ:
```
9
Properties=species:S:1:pos:R:3:mulliken_charge:R:1
C -3.10 0.07 -0.02 0.837
C 0.58 0.65 0.21 -0.577
N -0.47 -0.08 0.11 -0.172
O -3.24 -1.05 0.13 -0.461
O -3.02 1.21 -0.17 -0.350
O -0.41 -1.42 -0.14 -0.260
H 0.46 1.79 0.38 0.261
H 1.52 0.04 0.12 0.303
H -1.28 -1.66 0.26 0.420
```

Results
Expectation value of S²: 2.007
Spin multiplicity: 3
M: 89.05 g/mol
Relative energy (zero: lowest compared OMol25 entry of this formula, charge and spin): 292.6 kJ/mol
Gap between HOMO and LUMO (spin up / spin down): 6.34 / 8.02 eV
F_max: 0.15224 hartree/bohr
E: -9749.352 eV
HOMO energy (spin up / spin down): -0.2132 / -0.3797 Ha
Lowest unoccupied orbital energy (spin up / spin down): 0.54 / -2.32 eV

No. 7
Here is a 2-piece molecular cluster, C2H3NO3 overall at a distorted geometry from the OMol25 dataset. Energies are from ωB97M-V with the def2-TZVPD basis set.

Geometry as XYZ:
```
9
Properties=species:S:1:pos:R:3:mulliken_charge:R:1
C 2.45 -0.56 0.06 0.702
C -1.41 -0.04 0.02 -0.779
N -0.58 0.84 -0.71 0.065
O 2.23 -1.36 -0.73 -0.356
O 2.72 0.17 0.90 -0.346
O -0.46 1.90 -0.13 -0.255
H -2.02 -0.58 -0.56 0.355
H -0.84 -0.82 0.52 0.226
H -2.11 0.45 0.64 0.389
```

Results
Expectation value of S²: 2.007
Spin multiplicity: 3
M: 89.05 g/mol
Relative energy (zero: lowest compared OMol25 entry of this formula, charge and spin): 37.3 kJ/mol
Gap between HOMO and LUMO (spin up / spin down): 9.11 / 11.61 eV
F_max: 0.08224 hartree/bohr
E: -9751.998 eV
HOMO energy (spin up / spin down): -0.3113 / -0.4671 Ha
Lowest unoccupied orbital energy (spin up / spin down): 0.64 / -1.10 eV

No. 8
Here is an isolated ion of composition C2H3NO3P and charge -1 at a distorted geometry from the OMol25 dataset. Energies are from ωB97M-V with the def2-TZVPD basis set.

Geometry as XYZ:
```
10
Properties=species:S:1:pos:R:3:mulliken_charge:R:1
C 1.35 -1.32 -0.37 0.021
C 0.61 0.87 0.12 0.739
N 0.43 -0.39 -0.18 -0.498
O -0.66 1.52 0.34 -0.334
O 2.29 -1.47 0.40 -0.634
O 1.67 1.53 -0.02 -0.660
P -1.87 0.58 -0.27 0.033
H 1.05 -1.92 -1.17 0.376
H -1.94 -0.48 0.63 -0.002
H -2.93 1.08 0.50 -0.041
```

Results
Spin multiplicity: 1
M: 120.02 g/mol
Relative energy (zero: lowest compared OMol25 entry of this formula, charge and spin): 251.1 kJ/mol
Charge: -1
Gap between HOMO and LUMO: 8.84 eV
F_max: 0.07329 hartree/bohr
SMILES: O=C/N=C(\[O-])OP
E: -19044.978 eV
HOMO energy: -0.1708 Ha
Lowest unoccupied orbital energy: 4.20 eV